Arrangement w

{
  "formula": "CH4N4S",
  "method": "the ωB97M-V functional and the def2-TZVPD basis",
  "homo_lumo_gap_ha": [0.2567, 0.3059],
  "e_homo_ha": [-0.2831, -0.2961],
  "total_charge": 0,
  "symbols": ["C", "N", "N", "N", "N", "S", "H", "H", "H", "H"],
  "positions_angstrom": [[-0.805, -1.241, -1.217], [0.072, 1.498, 1.573], [-1.024, 1.611, 1.133], [1.241, 0.183, 0.040], [1.216, 1.139, 1.146], [0.052, 0.413, -1.055], [-0.158, -1.906, -1.629], [-1.754, -0.949, -1.488], [-0.902, -1.745, -0.253], [2.063, 0.997, 1.750]]
}

Arrangement x

{
  "formula": "CH4N4S",
  "method": "the ωB97M-V functional and the def2-TZVPD basis",
  "homo_lumo_gap_ha": [0.2586, 0.2571],
  "e_homo_ha": [-0.2907, -0.2858],
  "total_charge": 0,
  "symbols": ["C", "N", "N", "N", "N", "S", "H", "H", "H", "H"],
  "positions_angstrom": [[-0.049, -0.886, -0.167], [-0.400, 1.695, 0.036], [1.045, -0.072, 0.366], [0.748, 1.282, -0.028], [-1.248, -0.102, -0.378], [-2.674, -0.482, 0.132], [0.266, -1.231, -1.164], [-0.220, -1.752, 0.481], [1.065, -0.105, 1.385], [1.468, 1.654, -0.664]]
}

Pick arrangement x: it beats the second-best structure by 0.0020 hartree.

Arrangement w

{
  "formula": "C8H10N2",
  "method": "the ωB97M-V functional and the def2-TZVPD basis",
  "homo_lumo_gap_ha": 0.2914,
  "smiles": "C/C1=N/C=C\\C=C/N=C/C1",
  "e_homo_ha": -0.2779,
  "total_charge": 0,
  "symbols": ["C", "C", "N", "C", "C", "C", "C", "N", "C", "C", "H", "H", "H", "H", "H", "H", "H", "H", "H", "H"],
  "positions_angstrom": [[-0.100, -1.180, 2.788], [-0.162, -0.699, 1.331], [-1.099, 0.071, 1.073], [-1.600, 0.637, -0.080], [-1.255, 1.253, -1.271], [-0.148, 1.674, -2.150], [1.120, 1.195, -2.262], [1.514, 0.520, -1.191], [0.954, -0.588, -0.792], [1.103, -1.148, 0.625], [-0.628, -2.151, 2.912], [-0.692, -0.340, 3.264], [1.001, -1.227, 3.050], [-2.714, 0.619, 0.106], [-2.114, 1.650, -1.801], [-0.631, 2.325, -2.896], [1.849, 1.632, -2.909], [0.576, -1.266, -1.522], [1.103, -2.291, 0.584], [1.922, -0.683, 1.141]]
}

Arrangement x

{
  "formula": "C8H10N2",
  "method": "the ωB97M-V functional and the def2-TZVPD basis",
  "homo_lumo_gap_ha": 0.3128,
  "smiles": "[H]/N=C\\C1=CC=C[C@@H]2[C@H]1N2C",
  "e_homo_ha": -0.3173,
  "total_charge": 0,
  "symbols": ["H", "N", "C", "C", "C", "C", "C", "C", "C", "N", "C", "H", "H", "H", "H", "H", "H", "H", "H", "H"],
  "positions_angstrom": [[-2.206, -2.536, -0.895], [-2.338, -2.027, -1.767], [-1.642, -0.977, -1.875], [-0.824, -0.458, -0.737], [-0.223, -1.423, 0.118], [0.309, -1.077, 1.427], [0.212, 0.170, 1.902], [-0.414, 1.206, 1.046], [-0.871, 0.890, -0.296], [0.267, 1.755, -0.118], [1.516, 1.321, -0.486], [-1.714, -0.450, -2.879], [-0.184, -2.511, -0.100], [0.590, -1.878, 2.079], [0.417, 0.361, 2.895], [-0.825, 2.061, 1.577], [-1.637, 1.595, -0.605], [1.630, 0.189, -0.724], [1.741, 1.847, -1.480], [2.314, 1.661, 0.207]]
}

Pick arrangement x: it beats the second-best structure by 0.0251 hartree.

Arrangement w

{
  "formula": "C4H13NO3",
  "method": "the ωB97M-V functional and the def2-TZVPD basis",
  "homo_lumo_gap_ha": 0.3500,
  "smiles": "CN(C)CC=O.O.O",
  "e_homo_ha": -0.3242,
  "total_charge": 0,
  "symbols": ["C", "N", "C", "C", "C", "O", "H", "H", "H", "H", "H", "H", "H", "H", "H", "O", "H", "H", "O", "H", "H"],
  "positions_angstrom": [[0.195, -2.751, 0.879], [-0.271, -1.293, 0.992], [-0.405, -0.731, 2.400], [-1.384, -1.081, 0.127], [-0.836, -1.440, -1.286], [-1.591, -1.322, -2.185], [-0.368, -3.385, 0.089], [1.252, -2.677, 0.779], [-0.038, -3.343, 1.729], [0.446, -1.139, 2.951], [-1.427, -0.947, 2.779], [-0.372, 0.444, 2.452], [-1.773, -0.049, 0.145], [-2.158, -1.806, 0.399], [0.149, -1.514, -1.520], [1.023, 0.551, -1.163], [0.620, 0.188, -0.353], [0.993, 1.504, -1.205], [2.347, 6.353, -0.001], [1.734, 6.788, -0.574], [3.184, 6.340, -0.532]]
}

Arrangement x

{
  "formula": "C4H13NO3",
  "method": "the ωB97M-V functional and the def2-TZVPD basis",
  "homo_lumo_gap_ha": 0.3910,
  "smiles": "CCNC(C)=O.O.O",
  "e_homo_ha": -0.3634,
  "total_charge": 0,
  "symbols": ["C", "C", "N", "C", "C", "O", "H", "H", "H", "H", "H", "H", "H", "H", "H", "O", "H", "H", "O", "H", "H"],
  "positions_angstrom": [[0.425, 0.303, 2.407], [0.714, 1.142, 1.174], [0.271, 0.344, 0.000], [0.300, 0.829, -1.295], [0.365, 2.291, -1.524], [0.266, 0.029, -2.218], [-0.313, 0.536, 3.165], [1.401, 0.066, 2.854], [-0.042, -0.669, 2.074], [0.318, 2.158, 1.079], [1.759, 1.513, 1.185], [0.541, -0.626, 0.042], [0.223, 2.918, -0.651], [1.322, 2.529, -1.997], [-0.397, 2.529, -2.277], [-1.030, -3.498, 0.773], [-1.558, -3.451, -0.033], [-1.328, -2.707, 1.237], [-1.359, -2.026, -1.678], [-0.822, -1.382, -2.192], [-1.056, -2.827, -2.126]]
}

Pick arrangement x: it beats the second-best structure by 0.0826 hartree.

Arrangement w

{
  "formula": "C4H13NO3",
  "method": "the ωB97M-V functional and the def2-TZVPD basis",
  "homo_lumo_gap_ha": 0.3549,
  "smiles": "C=NC(=C)C.O.O.O",
  "e_homo_ha": -0.3401,
  "total_charge": 0,
  "symbols": ["C", "N", "C", "C", "C", "H", "H", "H", "H", "H", "H", "H", "O", "H", "H", "O", "H", "H", "O", "H", "H"],
  "positions_angstrom": [[1.877, 1.413, 2.020], [0.968, 2.004, 1.375], [-0.026, 1.199, 0.738], [0.013, 1.063, -0.572], [-1.094, 0.681, 1.645], [2.627, 2.021, 2.508], [1.973, 0.320, 2.127], [0.794, 1.573, -1.132], [-0.693, 0.446, -1.098], [-0.671, 0.221, 2.531], [-1.734, -0.031, 1.135], [-1.715, 1.504, 2.010], [-1.420, -2.667, -0.689], [-0.667, -3.141, -1.071], [-1.111, -2.322, 0.156], [3.148, -1.218, -1.079], [3.060, -0.847, -0.196], [3.574, -0.524, -1.588], [-3.109, -0.824, -2.323], [-2.258, -1.134, -1.972], [-2.970, 0.127, -2.377]]
}

Arrangement x

{
  "formula": "C4H13NO3",
  "method": "the ωB97M-V functional and the def2-TZVPD basis",
  "homo_lumo_gap_ha": 0.3506,
  "smiles": "OCCCNCO.O",
  "e_homo_ha": -0.3223,
  "total_charge": 0,
  "symbols": ["O", "C", "C", "C", "N", "C", "O", "H", "H", "H", "H", "H", "H", "H", "H", "H", "H", "H", "O", "H", "H"],
  "positions_angstrom": [[1.471, -3.017, 1.743], [1.451, -1.832, 1.002], [0.146, -1.934, -0.042], [0.047, -0.733, -0.921], [-0.129, 0.674, -0.286], [-1.296, 1.315, -1.053], [-2.524, 0.809, -0.715], [0.707, -3.658, 1.446], [2.319, -1.984, 0.405], [1.324, -0.883, 1.518], [0.434, -2.969, -0.645], [-0.678, -2.396, 0.617], [0.871, -0.626, -1.722], [-0.794, -0.786, -1.667], [0.036, 0.689, 0.740], [-1.486, 2.292, -0.721], [-1.025, 1.334, -2.184], [-2.740, 0.016, -1.227], [0.239, 4.443, 1.361], [1.075, 4.218, 1.831], [0.552, 5.030, 0.518]]
}

Pick arrangement w: it beats the second-best structure by 0.0724 hartree.

Arrangement w

{
  "formula": "C4H13NO3",
  "method": "the ωB97M-V functional and the def2-TZVPD basis",
  "homo_lumo_gap_ha": 0.3632,
  "smiles": "N[C@@H](CO)CCO.O",
  "e_homo_ha": -0.3354,
  "total_charge": 0,
  "symbols": ["N", "C", "C", "O", "C", "C", "O", "H", "H", "H", "H", "H", "H", "H", "H", "H", "H", "H", "O", "H", "H"],
  "positions_angstrom": [[-1.442, -0.403, 0.927], [-0.941, -0.852, -0.374], [-2.018, -0.469, -1.462], [-3.089, -1.381, -1.321], [0.482, -0.281, -0.622], [1.262, -0.436, 0.727], [1.168, 0.777, 1.443], [-1.726, -1.212, 1.551], [-2.260, 0.116, 0.812], [-0.863, -1.972, -0.326], [-1.478, -0.510, -2.353], [-2.461, 0.532, -1.231], [-2.949, -1.925, -2.129], [0.490, 0.685, -0.904], [0.916, -1.027, -1.442], [2.358, -0.583, 0.407], [0.839, -1.226, 1.216], [0.251, 0.780, 1.990], [3.751, 3.132, 0.627], [3.453, 2.523, 1.367], [4.258, 3.732, 1.096]]
}

Arrangement x

{
  "formula": "C4H13NO3",
  "method": "the ωB97M-V functional and the def2-TZVPD basis",
  "homo_lumo_gap_ha": 0.3483,
  "smiles": "CCN(C)C=O.O.O",
  "e_homo_ha": -0.3448,
  "total_charge": 0,
  "symbols": ["C", "C", "N", "C", "C", "O", "H", "H", "H", "H", "H", "H", "H", "H", "H", "O", "H", "H", "O", "H", "H"],
  "positions_angstrom": [[0.781, -0.790, 0.935], [0.003, -1.155, 2.215], [-1.398, -1.521, 2.018], [-2.205, -0.567, 1.282], [-1.717, -2.849, 1.862], [-2.631, -3.237, 1.169], [0.331, -1.428, 0.170], [1.824, -1.017, 1.129], [0.725, 0.246, 0.618], [0.024, -0.264, 2.840], [0.419, -2.016, 2.725], [-1.613, 0.167, 0.740], [-2.846, 0.007, 1.956], [-2.891, -1.071, 0.607], [-1.005, -3.543, 2.327], [3.707, 1.773, -1.869], [3.585, 2.718, -1.668], [2.851, 1.766, -2.332], [0.790, 4.435, -5.908], [1.252, 4.448, -5.067], [0.012, 3.897, -5.749]]
}

Pick arrangement x: it beats the second-best structure by 0.0476 hartree.

Arrangement w

{
  "formula": "C8H12NO",
  "method": "the ωB97M-V functional and the def2-TZVPD basis",
  "homo_lumo_gap_ha": [0.2537, 0.2537],
  "e_homo_ha": [-0.4337, -0.4337],
  "total_charge": 1,
  "symbols": ["C", "C", "C", "C", "C", "C", "C", "C", "N", "O", "H", "H", "H", "H", "H", "H", "H", "H", "H", "H", "H", "H"],
  "positions_angstrom": [[-0.561, -1.247, -1.659], [-0.259, -1.830, -0.517], [-0.356, 0.936, -1.292], [1.345, 0.482, -0.030], [-0.117, -1.145, 0.878], [0.115, 0.320, 0.899], [2.741, 0.373, 0.356], [-2.248, 1.094, 0.338], [-0.852, 0.956, 0.025], [1.017, 0.824, -1.209], [-0.650, -2.784, -0.307], [-0.615, 1.586, -2.127], [-0.961, -1.341, 1.542], [0.629, -1.777, 1.445], [0.278, 0.786, 1.843], [3.351, 0.238, -0.595], [2.856, -0.652, 0.794], [3.078, 1.072, 1.055], [-2.816, 0.128, 0.166], [-2.514, 1.369, 1.409], [-2.698, 1.921, -0.322], [-0.763, -1.311, -2.693]]
}

Arrangement x

{
  "formula": "C8H12NO",
  "method": "the ωB97M-V functional and the def2-TZVPD basis",
  "homo_lumo_gap_ha": 0.3023,
  "e_homo_ha": -0.4692,
  "total_charge": 1,
  "symbols": ["C", "C", "C", "C", "C", "C", "C", "C", "N", "O", "H", "H", "H", "H", "H", "H", "H", "H", "H", "H", "H", "H"],
  "positions_angstrom": [[-1.354, 0.513, 0.132], [-1.210, -0.979, 0.201], [-2.460, 1.194, -0.195], [-2.095, -1.965, 0.295], [0.201, 2.328, 0.232], [1.099, -0.549, -0.133], [1.568, -0.461, -1.535], [2.204, -0.480, 1.009], [-0.073, 1.109, 0.193], [0.061, -1.362, 0.079], [-2.752, 2.261, -0.298], [-3.405, 0.547, -0.105], [-1.751, -3.002, 0.446], [-3.133, -1.786, 0.529], [1.199, 2.506, 0.340], [-0.539, 3.074, 0.511], [0.893, -0.496, -2.358], [2.034, -1.395, -1.482], [2.294, 0.385, -1.628], [3.052, -1.146, 0.909], [1.603, -0.859, 1.927], [2.565, 0.564, 0.934]]
}

Pick arrangement x: it beats the second-best structure by 0.0515 hartree.